Entry from the Open Molecules 2025 dataset: C14H16N4OS in the gas phase (wB97M-V/def2-TZVPD).

Positions of all 36 atoms, in Å:
N: 3.0844 1.3178 -0.0743
C: 2.3202 1.7518 0.6556
C: 1.3584 2.2447 1.6111
C: -0.0991 2.0533 1.1270
N: -0.2590 0.9673 0.1861
C: -0.5235 -0.3689 0.7021
C: 0.2362 -0.6571 1.9661
C: -0.3664 -0.5438 3.2145
C: 0.3759 -0.8161 4.3520
C: 1.6998 -1.1990 4.1940
N: 2.2785 -1.3261 3.0126
C: 1.5677 -1.0670 1.9316
C: -0.1576 1.2421 -1.1220
S: 0.3368 2.7012 -1.7139
N: -0.4671 0.2504 -2.0524
C: -1.6633 -0.4368 -2.1291
O: -2.4966 -0.4061 -1.2508
C: -1.8455 -1.2338 -3.3689
C: -0.6805 -1.8498 -4.1031
C: -1.4234 -0.7189 -4.7237
H: 1.5324 1.7082 2.5483
H: 1.5519 3.3064 1.7796
H: -0.7487 1.8698 1.9848
H: -0.4261 2.9668 0.6220
H: -1.6002 -0.4812 0.8770
H: -0.2264 -1.0888 -0.0642
H: -1.4059 -0.2551 3.2929
H: -0.0636 -0.7378 5.3341
H: 2.3262 -1.4205 5.0476
H: 2.0876 -1.1852 0.9900
H: 0.0082 0.4092 -2.9328
H: -2.7663 -1.8021 -3.3267
H: -0.8215 -2.8413 -4.5049
H: 0.3148 -1.6794 -3.7210
H: -2.0822 -0.9272 -5.5527
H: -0.9565 0.2530 -4.7885

Forces on the atoms, in the same order (eV/Å):
N 0.471 -0.302 -0.359
C 0.166 0.065 0.048
C -0.368 0.209 0.355
C -0.113 0.372 0.080
N -0.104 -0.149 -0.345
C -0.246 -0.381 0.140
C 0.024 -0.090 0.163
C 0.177 -0.083 -0.100
C 0.000 0.028 -0.056
C -0.203 0.073 0.263
N 0.555 -0.169 -0.021
C -0.319 0.059 -0.181
C -0.047 0.527 0.005
S 0.115 0.404 -0.312
N 0.274 -0.378 -0.053
C -0.051 -0.073 0.012
O -0.084 0.034 -0.029
C -0.280 -0.200 -0.042
C 0.068 -0.098 -0.032
C 0.000 0.060 -0.092
H -0.030 0.091 -0.032
H -0.043 -0.063 0.061
H 0.076 -0.002 -0.045
H 0.012 -0.217 0.178
H 0.221 -0.041 -0.055
H -0.113 0.101 0.086
H -0.088 0.029 -0.014
H -0.013 -0.005 0.096
H -0.022 -0.004 0.138
H -0.031 0.023 -0.164
H -0.067 0.062 0.213
H 0.081 0.044 -0.024
H -0.075 -0.036 -0.017
H 0.043 0.090 0.062
H -0.061 -0.051 0.006
H 0.073 0.071 0.069

- energy relative to the best compared isomer or geometry (same formula, charge and spin) (eV) = 1.304
- SMILES = N#CCCN(Cc1cccnc1)C(=S)NC(=O)C1CC1
- spin multiplicity = 1
- LUMO (eV) = 0.569